a) C5H8N2O | ωB97M-V with the def2-TZVPD basis set

Structure (XYZ):
```
16
Properties=species:S:1:pos:R:3
H -1.55801 1.80196 -2.51837
N 0.19471 -0.40454 0.52557
H 3.18820 -2.20813 1.25429
C -1.28763 1.19178 -1.56937
H 0.73462 1.66315 1.19354
C 0.06596 0.97373 0.51695
H -3.24213 1.67373 -0.79980
H 1.31367 -2.79497 0.74785
H 2.26249 -1.90689 -0.40484
H -2.89658 -0.13490 -0.40126
N -1.04288 1.59230 -0.08640
C 1.46666 -0.65703 1.16397
O 1.83376 0.01657 2.11759
H -0.77383 0.30346 -1.83270
C 2.13094 -2.03241 0.75242
C -2.38995 0.92218 -0.65943
```

## Properties
SMILES: CC(=O)/N=C/N1CC1
Gap between HOMO and LUMO, eV: 9.586
Charge: 0
Lowest unoccupied orbital energy, eV: 0.081



b) C5H8N2O | ωB97M-V with the def2-TZVPD basis set

Structure (XYZ):
```
16
Properties=species:S:1:pos:R:3
N 0.63251 -0.70959 0.46940
H 1.15687 1.22548 -1.30189
H -1.73125 -0.98189 1.08110
H -1.89821 1.43201 0.14364
H 0.08247 1.11109 1.57597
N -0.27450 -1.45312 -0.31583
C -1.53914 -0.85494 0.01284
C 1.90097 -0.29184 0.03659
H -0.96702 0.83456 -1.28119
H 1.98799 1.90243 0.09093
H -0.25106 -2.42426 0.11974
C 0.14610 0.68634 0.53147
O 2.93148 -0.92061 -0.07242
C 1.37968 1.06085 -0.26903
C -1.22255 0.64700 -0.21547
H -2.33433 -1.26352 -0.60587
```

## Properties
SMILES: O=C1C[C@H]2CCNN12
Gap between HOMO and LUMO, eV: 9.354
Charge: 0
Lowest unoccupied orbital energy, eV: 0.927



Verdict on stability: a) comes out at the bottom.



a) C3H4N2S | ωB97M-V with the def2-TZVPD basis set

Structure (XYZ):
```
10
Properties=species:S:1:pos:R:3
H -1.85149 0.51987 -0.92433
S -1.77021 -1.83831 1.03628
H 0.18719 1.77411 -1.42767
C -0.73001 -0.73112 0.39512
C 1.13576 0.39914 -0.01157
N 0.57926 -0.65887 0.69045
N -0.98552 0.20937 -0.51943
H 2.16394 0.66070 0.19301
C 0.18563 0.91335 -0.76435
H 1.08543 -1.24823 1.33250
```

## Properties
SMILES: S=c1[nH]cc[nH]1
Gap between HOMO and LUMO, eV: 8.311
Charge: 0
Lowest unoccupied orbital energy, eV: 0.698



b) C3H4N2S | ωB97M-V with the def2-TZVPD basis set

Structure (XYZ):
```
10
Properties=species:S:1:pos:R:3
N 1.80980 0.66087 -0.66533
H -0.72358 -0.30988 1.10343
H -0.78440 0.27793 -0.49055
H -0.68488 -1.49663 0.01857
C 3.34017 -0.90226 0.59742
C 1.90031 -1.24979 0.63531
C -0.34022 -0.52888 0.13112
S 3.45533 0.48528 -0.18727
H 1.27208 1.53435 -0.93050
N 1.07512 -0.46958 0.04302
```

## Properties
SMILES: CN1C#CSN1
Gap between HOMO and LUMO, eV: 7.429
Charge: 0
Lowest unoccupied orbital energy, eV: -0.328



c) C3H4N2S | ωB97M-V with the def2-TZVPD basis set

Structure (XYZ):
```
10
Properties=species:S:1:pos:R:3
H -2.93336 -1.45834 1.07142
C 0.15033 0.73389 0.25033
C 2.55990 -0.59835 -0.17929
S -2.42780 -0.17006 -0.26857
C 1.52064 -0.01171 -0.07094
H -0.19740 -1.28209 -0.53640
H 3.57513 -0.75027 -0.42778
N -0.18374 1.95320 -0.01526
N -0.78484 -0.42146 0.45713
H -1.27886 2.00519 -0.28063
```

## Properties
Gap between HOMO and LUMO, eV: 8.227
Charge: 0
Lowest unoccupied orbital energy, eV: -1.196



d) C3H4N2S | ωB97M-V with the def2-TZVPD basis set

Structure (XYZ):
```
10
Properties=species:S:1:pos:R:3
H -0.01034 -1.40784 0.14875
N 2.22977 -0.49942 0.00898
C 0.03051 -0.30626 0.02784
S -2.68670 -0.12085 -0.02435
N 1.12239 0.33380 -0.02203
C 3.32746 0.14656 -0.01240
H 3.32699 1.23767 -0.02497
C -1.19652 0.50669 0.03531
H 4.24072 -0.41970 -0.07251
H -1.00404 1.60080 0.12518
```

## Properties
SMILES: C=N/N=C/C=S
Gap between HOMO and LUMO, eV: 7.872
Charge: 0
Lowest unoccupied orbital energy, eV: -1.278



Verdict on stability: c) comes out at the bottom.



a) C11H16N | ωB97M-V with the def2-TZVPD basis set

Structure (XYZ):
```
28
Properties=species:S:1:pos:R:3
C -0.61338 1.43659 -1.44935
C 0.43444 -0.91773 -1.73427
H -2.78684 -1.20491 -1.00651
H 2.18889 0.12681 4.50300
H 1.70001 -2.51233 -2.12604
H 1.61959 -1.33695 3.69722
H 2.87590 0.15345 2.12645
H -0.68550 2.37224 -2.00403
H 1.19446 0.92127 -2.50680
H -0.28074 0.31148 -3.22646
C 0.23356 0.45466 -2.26685
H -2.73271 1.12024 -1.94875
C 0.17549 -0.61821 0.59472
C 1.51046 -0.25634 3.74644
H -0.80922 -2.26994 -0.24769
C 0.97120 -0.14119 1.36494
H -0.10808 1.64311 -0.50473
H 0.48965 -0.02129 4.03611
H -1.80884 0.93627 1.00698
N 1.47223 -1.54830 -2.33531
C -2.02044 -0.53015 -0.65044
C -1.99002 0.87502 -1.20116
H 1.72310 1.46470 2.44363
C -2.45396 0.64135 0.19459
C 1.83938 0.37767 2.39021
C -0.72367 -1.19055 -0.36942
H 2.09064 -1.02356 -2.93867
H -3.50562 0.73661 0.41218
```

## Properties
SMILES: CCC#C[C@@H]1C(=[NH2+])CC[C@@H]2C[C@@H]21
Gap between HOMO and LUMO, eV: 9.153
Charge: +1
Lowest unoccupied orbital energy, eV: -4.144



b) C11H16N | ωB97M-V with the def2-TZVPD basis set

Structure (XYZ):
```
28
Properties=species:S:1:pos:R:3
H 2.54399 3.05866 1.00963
C 1.04768 0.96049 0.32084
C -2.48799 -0.54550 0.55442
H -0.61781 1.23550 -0.89806
H -3.17553 -2.67375 -0.07729
C 2.96796 2.49319 0.21272
H -2.86334 0.00366 -1.74753
H -1.19141 -2.40598 -1.40404
H 2.92173 0.58752 1.44482
C 0.21992 -0.70380 -1.00497
C -2.47415 -0.64270 -0.95744
H 2.42552 2.90373 -0.62040
C 2.56631 1.04170 0.42645
H 0.49894 -2.55751 1.19002
H -2.80407 0.26256 1.32107
H 0.02243 -1.27963 2.41706
H 0.60749 1.76720 1.01856
H 4.04432 2.52182 0.17278
H 0.79134 1.25898 -1.91534
C 0.40265 -0.41774 0.44357
N 0.07843 -1.54690 1.36760
H 1.12322 -1.24623 -1.41500
H 3.11711 0.31368 -0.21374
C -1.10094 -1.09781 0.62373
C -1.10979 -1.38078 -0.92495
C 0.30264 0.85284 -1.03839
C -3.39725 -1.53629 -0.19805
H -4.45938 -1.22692 -0.10808
```

## Properties
Gap between HOMO and LUMO, eV: 9.853
Charge: +1
Lowest unoccupied orbital energy, eV: -3.278



Verdict on stability: b) comes out at the bottom.



a) C3H2N2O2 | ωB97M-V with the def2-TZVPD basis set

Structure (XYZ):
```
9
Properties=species:S:1:pos:R:3
H -1.40381 -1.92635 -0.34856
C -1.16624 1.07599 0.30965
N -1.84677 2.00564 0.22063
O 0.58523 -0.60822 -0.29304
H 1.66771 0.88324 0.68637
N -1.64158 -1.05965 0.11270
C 1.73264 0.12987 -0.11025
O 2.69777 -0.10812 -0.76204
C -0.66204 -0.27363 0.14813
```

## Properties
SMILES: [H]/N=C(/C#N)OC=O
Gap between HOMO and LUMO, eV: 11.208
Charge: 0
Lowest unoccupied orbital energy, eV: -0.297



b) C3H2N2O2 | ωB97M-V with the def2-TZVPD basis set

Structure (XYZ):
```
9
Properties=species:S:1:pos:R:3
O -0.41640 -1.08404 0.21749
N -0.14440 1.33395 0.21904
C -0.96375 0.20068 -0.05233
N 0.79931 -1.25380 -0.03295
C 1.16950 1.06837 0.01965
O -2.11861 0.08127 -0.19217
C 1.64590 -0.25928 -0.10599
H 2.64368 -0.52733 -0.30427
H 1.94216 1.92990 -0.36879
```

## Properties
SMILES: O=c1nccno1
Gap between HOMO and LUMO, eV: 8.886
Charge: 0
Lowest unoccupied orbital energy, eV: -1.337



Verdict on stability: b) comes out at the bottom.



a) C3H2N2O2 | ωB97M-V with the def2-TZVPD basis set

Structure (XYZ):
```
9
Properties=species:S:1:pos:R:3
O -0.29156 -1.66635 -0.29509
C 1.85468 0.32708 -0.09396
C -1.72518 0.24550 -0.00564
C -0.39545 -0.52091 0.04375
N 0.64884 0.26106 0.62003
N 2.02324 -0.63741 0.65795
H 2.30092 0.96777 -0.83780
H -1.95801 0.88921 0.86556
O -2.45748 0.13406 -0.95480
```

## Properties
SMILES: O=CC(=O)N1C=N1
Gap between HOMO and LUMO, eV: 9.480
Charge: 0
Lowest unoccupied orbital energy, eV: -0.617



b) C3H2N2O2 | ωB97M-V with the def2-TZVPD basis set

Structure (XYZ):
```
9
Properties=species:S:1:pos:R:3
H 0.99288 -1.17569 0.20478
O 1.52575 0.76029 0.06673
C -1.75842 -0.52043 -0.04675
O 2.95916 -0.54146 -0.00041
N 2.51324 -1.55111 0.19418
C 0.55278 0.02228 0.02484
C -0.74702 0.39948 -0.12797
N -2.44298 -1.40226 0.16092
H -1.01661 1.40285 -0.23553
```

## Properties
Gap between HOMO and LUMO (alpha / beta), eV: 6.293 / 6.294
Charge: 0
Lowest unoccupied orbital energy (alpha / beta), eV: -2.448 / -2.448



Verdict on stability: b) comes out at the bottom.



a) C3H2N2O2 | ωB97M-V with the def2-TZVPD basis set

Structure (XYZ):
```
9
Properties=species:S:1:pos:R:3
C 2.21246 0.53695 -1.57284
C -0.41758 -0.43255 0.47883
C -1.58513 0.41571 0.70140
N -2.64472 0.91321 0.55761
O -0.53044 -1.57603 0.88699
N 1.65898 -0.17189 -0.59303
O 0.61698 0.34679 -0.10335
H 3.25874 0.22904 -1.59196
H 1.69053 1.29501 -2.07343
```

## Properties
SMILES: C=NOC(=O)C#N
Gap between HOMO and LUMO, eV: 9.706
Charge: 0
Lowest unoccupied orbital energy, eV: -0.855



b) C3H2N2O2 | ωB97M-V with the def2-TZVPD basis set

Structure (XYZ):
```
9
Properties=species:S:1:pos:R:3
C -0.40381 -1.43883 -0.91359
C 0.13693 0.21215 0.18617
C 0.71759 1.47579 0.76366
N -1.44841 -1.23435 -0.16661
H 1.14676 1.41559 1.78132
O 0.68227 2.49721 0.12735
H -0.37501 -2.24409 -1.63474
O -1.08774 -0.12834 0.58403
N 0.63141 -0.55514 -0.72759
```

## Properties
SMILES: O=Cc1ncno1
Gap between HOMO and LUMO, eV: 11.149
Charge: 0
Lowest unoccupied orbital energy, eV: -0.010



Verdict on stability: a) comes out at the bottom.



a) C3H2N2O2 | ωB97M-V with the def2-TZVPD basis set

Structure (XYZ):
```
9
Properties=species:S:1:pos:R:3
H -1.90097 -2.15179 -0.12952
O 0.49215 -0.58672 -0.51655
N -2.01194 -1.18731 0.18582
N 0.01839 1.74692 0.39990
C -1.00199 -0.44967 0.12331
H 1.83505 0.46885 0.83976
C 1.40899 0.43157 -0.18397
O 1.97702 0.79191 -1.17332
C -0.81670 0.93625 0.45458
```

## Properties
SMILES: [H]/N=C(/C#N)OC=O
Gap between HOMO and LUMO, eV: 9.824
Charge: 0
Lowest unoccupied orbital energy, eV: -0.958



b) C3H2N2O2 | ωB97M-V with the def2-TZVPD basis set

Structure (XYZ):
```
9
Properties=species:S:1:pos:R:3
H -0.79845 -1.44701 -0.85445
C -0.70661 0.11479 0.22051
H 2.54737 -0.29123 0.14239
N -1.82585 2.23828 1.24778
O 0.63613 0.10114 0.57183
C -1.33758 1.28702 0.80907
C 1.55063 -0.41216 -0.29890
N -1.36743 -0.69088 -0.47610
O 1.30178 -0.89994 -1.36213
```

## Properties
SMILES: [H]/N=C(/C#N)OC=O
Gap between HOMO and LUMO, eV: 11.345
Charge: 0
Lowest unoccupied orbital energy, eV: -0.239



Verdict on stability: a) comes out at the bottom.



a) C3H2N2O2 | ωB97M-V with the def2-TZVPD basis set

Structure (XYZ):
```
9
Properties=species:S:1:pos:R:3
H -1.59301 -1.99866 -0.17172
O 0.48133 -0.78303 0.03600
N -1.83265 -1.02101 -0.00016
C -0.80252 -0.30737 0.07147
C 1.53855 0.07324 -0.24020
C -0.89460 1.11603 0.36386
N -0.88117 2.23767 0.64599
H 2.28740 -0.01862 0.55333
O 1.60185 0.77292 -1.19644
```

## Properties
SMILES: [H]/N=C(/C#N)OC=O
Gap between HOMO and LUMO, eV: 11.659
Charge: 0
Lowest unoccupied orbital energy, eV: -0.025



b) C3H2N2O2 | ωB97M-V with the def2-TZVPD basis set

Structure (XYZ):
```
9
Properties=species:S:1:pos:R:3
N -0.61905 1.23961 -0.04638
C -0.32912 -1.01058 -0.04165
O -0.68398 -2.18787 -0.21578
O 2.22768 -0.86367 0.24675
H -2.31074 -0.09764 0.16608
H 1.21820 2.09275 -0.18008
C 1.09387 -0.36382 -0.07661
N -1.24701 0.01737 0.41681
C 0.65016 1.17385 -0.26915
```

## Properties
SMILES: O=C1C=NNC1=O
Gap between HOMO and LUMO, eV: 8.321
Charge: 0
Lowest unoccupied orbital energy, eV: -1.659



c) C3H2N2O2 | ωB97M-V with the def2-TZVPD basis set

Structure (XYZ):
```
9
Properties=species:S:1:pos:R:3
O 0.80375 -1.43432 -1.11069
C -0.61516 0.90612 -0.01233
H 1.46891 -1.12510 1.85217
N 0.14689 1.82437 -0.24980
N 0.97884 -0.76686 1.10413
C 0.89580 -1.10302 -0.00891
H 0.05488 2.52214 -0.95735
C -1.45287 0.00329 -0.35064
O -2.28103 -0.82663 -0.26658
```

## Properties
SMILES: N=C=C=O.N=C=O
Gap between HOMO and LUMO (alpha / beta), eV: 7.097 / 7.125
Charge: 0
Lowest unoccupied orbital energy (alpha / beta), eV: -1.081 / -1.032



Verdict on stability: c) comes out at the bottom.